Density functional theory data (the ωB97M-V functional and the def2-TZVPD basis) for 4 unconnected molecules or ions with the total composition C15H12F24IO6S.

Largest force on an atom = 0.9 eV/A
Frontier orbital gap = 7.307 eV
Molecular weight = 903.18 g mol⁻¹
Energy = -112193.1004 eV
Net charge = -1

Last column: Löwdin charge in e.
CARTESIAN COORDINATES (ANGSTROEM)
F: 3.244 5.506 -3.336  0.10
H: -1.854 1.816 -2.689  0.15
F: -2.353 -2.755 0.236  0.08
F: -3.198 -0.146 0.436  0.17
F: -0.704 -6.236 2.511  0.09
F: -2.555 -4.008 4.478  0.10
F: -1.061 0.979 -4.659  0.10
F: 1.777 6.742 -2.277  0.10
H: 1.628 6.273 -4.216  0.17
F: -2.472 -6.194 4.525  0.09
I: -0.958 2.758 5.846  0.37
F: -0.208 5.019 -3.078  0.13
C: -0.347 -1.776 3.473  -0.53
F: 1.242 4.195 -1.684  0.16
C: -2.161 0.772 -2.630  -0.04
H: -2.766 -0.858 -4.968  0.17
F: 0.164 -0.689 2.868  0.15
F: -2.209 -2.133 -3.534  0.10
O: 1.277 1.323 7.467  -0.43
C: 1.940 5.835 -3.265  -0.29
C: -0.139 -1.610 4.981  -0.29
H: -2.944 -5.151 2.890  0.17
H: 0.901 -1.370 5.200  0.16
C: -0.813 -5.104 3.276  -0.44
F: -0.092 -0.258 -3.136  0.13
C: -1.290 0.060 -3.674  -0.44
C: -0.353 -3.950 2.380  -0.06
C: 1.803 2.342 -3.490  -0.05
H: 1.467 1.684 -4.288  0.14
S: 1.365 1.892 6.143  0.04
C: -2.611 -0.610 -0.679  -0.54
F: -0.491 -2.760 5.619  0.08
C: -2.268 -5.099 3.748  -0.31
C: 4.049 2.329 -2.133  -0.30
F: -0.924 -0.617 5.414  0.06
F: -0.951 -1.634 -5.254  0.10
F: -1.661 -1.822 3.142  0.13
C: -1.633 -1.699 -0.227  -0.27
C: 1.078 4.606 -2.951  -0.55
C: -1.881 -1.152 -4.396  -0.30
O: 1.495 0.938 5.061  -0.43
O: 2.165 3.100 6.005  -0.43
F: 0.018 -5.250 4.328  0.14
O: 1.261 3.599 -3.856  0.05
H: -0.987 -1.321 0.569  0.16
H: 0.397 -4.399 1.729  0.15
O: -1.967 0.445 -1.273  0.06
H: -3.215 0.744 -2.908  0.15
C: 3.328 2.188 -3.475  -0.44
F: 3.575 0.908 -3.880  0.10
F: -0.871 -2.129 -1.253  0.10
F: -3.583 -1.117 -1.467  0.14
F: 5.378 2.179 -2.347  0.10
F: 3.843 3.546 -1.594  0.10
H: 1.354 1.961 -2.573  0.14
H: 3.715 1.557 -1.434  0.18
F: 3.886 3.012 -4.389  0.13
H: -1.161 -3.599 1.737  0.11
O: 0.331 -2.860 2.956  0.05